1.
Formula: C4H7BrMgN
Source: the Open Molecules 2025 dataset
Level of theory: wB97M-V/def2-TZVPD

The multiplicity is 2. As for the expectation value of S²: 0.751. The LUMO energy (spin up / spin down) comes out at 0.0027 / -0.0555 Ha. The calculation puts the energy relative to the best compared isomer or geometry (same formula, charge and spin) at 0.0 kcal/mol. Its HOMO energy (spin up / spin down) is -7.3753 / -10.1874 eV.

```
14
Properties=species:S:1:pos:R:3:forces:R:3:lowdin_charge:R:1
Mg 0.34924 -0.28232 5.46145 0.1 0.0 0.0 0.310
Br -1.23430 -0.94455 3.80665 -0.1 0.0 0.0 -0.212
C 0.27351 0.05886 -2.18463 -0.8 0.6 0.2 -0.105
C -0.46422 -0.50386 -0.95327 1.0 -0.7 -0.5 -0.260
C -0.32766 0.39514 0.26790 0.8 -0.1 0.7 -0.196
C 1.09644 0.65271 0.70372 -0.2 0.1 -0.6 -0.221
N 2.18722 0.81892 1.04846 -0.9 -0.1 -0.2 0.126
H 0.26982 -0.60415 -3.04980 0.0 -0.1 0.2 0.070
H 1.28921 0.40154 -1.98707 0.1 -0.4 0.2 0.067
H -0.25626 0.96833 -2.46801 -0.1 0.1 -0.3 0.069
H -0.07776 -1.49813 -0.72924 0.3 0.0 0.2 0.105
H -1.51101 -0.71412 -1.17265 -0.1 0.5 0.0 0.107
H -0.72783 -0.07419 1.16663 -0.5 0.0 -0.1 0.022
H -0.86640 1.32582 0.08987 0.3 0.2 0.2 0.117
```
Forces are in eV/Å.



2.
Formula: C2H3N
Source: the Open Molecules 2025 dataset
Level of theory: wB97M-V/def2-TZVPD

The LUMO energy comes out at 0.0289 Ha. The calculation puts the energy relative to the best compared isomer or geometry (same formula, charge and spin) at 7.7 kcal/mol. As for the structure (SMILES): CC#N. Its HOMO energy is -11.6364 eV.

```
6
Properties=species:S:1:pos:R:3:forces:R:3:lowdin_charge:R:1
C 0.14190 -0.48491 0.01351 -2.6 -0.9 -0.7 -0.076
C -0.34329 0.86827 -0.05005 -0.3 3.0 1.3 -0.293
N -0.48454 2.02323 0.00086 -0.1 -2.0 -0.4 0.124
H -0.15919 -0.86644 -0.97087 1.0 -0.6 0.2 0.091
H 1.14701 -0.37763 0.24149 2.2 -0.4 -0.2 0.058
H -0.30189 -1.16252 0.76505 -0.1 0.8 -0.2 0.096
```
Forces are in eV/Å.



3.
Formula: C28H47BrN3PtSi
Source: the Open Molecules 2025 dataset
Level of theory: wB97M-V/def2-TZVPD

The multiplicity is 3. As for the expectation value of S²: 2.038. Its charge is +1. The LUMO energy (spin up / spin down) comes out at -0.0675 / -0.1746 Ha. The calculation puts the energy relative to the best compared isomer or geometry (same formula, charge and spin) at 1.9 kcal/mol. Its HOMO energy (spin up / spin down) is -9.5571 / -10.9829 eV.

```
81
Properties=species:S:1:pos:R:3:forces:R:3:lowdin_charge:R:1
Pt -0.02861 0.28607 0.28159 -0.2 -0.3 -0.4 0.861
C -2.71469 -0.71877 -0.34242 0.0 0.0 0.0 -0.066
N -2.11688 0.24083 0.63391 -0.2 -0.2 0.1 -0.352
C -2.80702 1.54245 0.49684 0.1 0.1 0.1 -0.102
C -2.27407 -0.33743 1.98545 0.2 -0.1 0.0 -0.180
C -3.52780 -0.44657 2.55420 0.0 0.0 0.0 -0.016
C -3.70026 -1.11552 3.75916 0.0 0.0 0.0 -0.048
C -2.61561 -1.71360 4.37869 0.0 0.0 0.0 -0.056
C -1.34740 -1.59339 3.84044 -0.1 0.0 0.0 -0.006
C -1.14003 -0.86231 2.66635 -0.1 0.1 -0.1 -0.197
N 0.08593 -0.64721 2.06321 0.0 0.0 0.1 -0.028
C 1.36369 -0.61833 2.57704 0.2 0.0 -0.1 -0.200
C 1.71012 -0.70613 3.93094 0.1 0.0 0.0 0.003
C 3.02842 -0.57300 4.33022 -0.1 0.0 0.1 -0.058
C 4.02445 -0.33824 3.39972 0.0 0.0 0.0 -0.047
C 3.70569 -0.21453 2.05068 -0.1 0.0 0.0 -0.010
C 2.40081 -0.34453 1.62849 -0.2 0.0 0.1 -0.184
N 2.03341 -0.21327 0.20810 0.2 -0.2 0.2 -0.354
C 2.91145 0.71423 -0.53680 -0.1 0.1 0.0 -0.108
C 2.13622 -1.56261 -0.42186 0.0 0.0 0.0 -0.064
H -3.78549 -0.82584 -0.15170 0.0 0.0 0.0 0.096
H -2.22840 -1.68577 -0.23947 0.0 0.0 0.0 0.094
H -2.55525 -0.33498 -1.34763 0.0 0.0 0.0 0.090
H -3.88967 1.43056 0.57741 0.0 0.0 0.0 0.093
H -2.56444 1.94979 -0.48257 0.0 0.0 0.0 0.063
H -2.44216 2.22272 1.26371 0.0 0.0 0.0 0.077
H -4.39229 -0.03152 2.05500 0.0 0.0 0.0 0.117
H -4.68798 -1.19711 4.19008 0.0 0.0 0.0 0.115
H -2.75613 -2.28211 5.28722 0.0 0.0 0.0 0.116
H -0.52293 -2.10474 4.31079 0.0 0.0 0.0 0.108
H 0.94634 -0.82311 4.68159 0.0 0.0 0.0 0.101
H 3.27362 -0.63517 5.38144 0.0 0.0 0.0 0.116
H 5.05168 -0.22922 3.71734 0.0 0.0 0.0 0.115
H 4.49404 -0.00503 1.34380 0.0 0.0 0.0 0.114
H 3.92177 0.31400 -0.63517 0.0 0.0 0.0 0.090
H 2.93335 1.67593 -0.03088 0.0 0.0 0.0 0.061
H 2.48803 0.84414 -1.53042 0.0 0.0 0.0 0.090
H 3.17540 -1.90120 -0.38775 0.0 0.0 0.0 0.102
H 1.80255 -1.49593 -1.45516 0.0 0.0 0.0 0.091
H 1.50515 -2.26339 0.11843 0.0 0.0 0.0 0.088
C -1.45209 7.04297 -2.04553 0.0 0.0 0.0 -0.082
C -1.41517 5.59168 -1.54028 0.0 0.0 0.0 -0.625
C -1.29916 4.65670 -2.75391 0.0 0.0 0.0 -0.112
C -2.77020 5.28567 -0.88329 0.1 0.0 0.0 -0.093
Si 0.02998 5.35795 -0.29990 0.0 0.0 0.0 0.544
Br 0.31267 3.05735 -0.17257 0.1 0.5 -0.1 0.531
C 1.73072 5.98356 -0.93306 0.0 0.0 0.0 -0.627
C 1.91664 5.67871 -2.42698 -0.1 0.0 0.0 -0.100
C 2.91183 5.31944 -0.20537 -0.1 0.0 0.0 -0.111
C 1.83689 7.50459 -0.73812 0.0 0.0 0.0 -0.081
C -0.37770 5.85888 1.51060 0.0 0.0 0.0 -0.625
C 0.88832 5.83960 2.38063 0.0 0.0 0.0 -0.102
C -0.96539 7.27971 1.55101 0.0 0.0 -0.1 -0.081
C -1.37767 4.90649 2.18483 0.0 0.0 0.0 -0.119
H -2.32827 7.17192 -2.68582 0.0 0.0 0.0 0.093
H -0.57598 7.29709 -2.64225 0.0 0.0 0.0 0.067
H -1.53225 7.76786 -1.23511 0.0 0.0 0.0 0.074
H -2.13996 4.85011 -3.42443 0.0 0.0 0.0 0.091
H -1.34454 3.60832 -2.45715 0.0 0.0 0.0 0.044
H -0.38597 4.80397 -3.32509 0.0 0.0 0.0 0.062
H -3.55290 5.34768 -1.64325 0.0 0.0 0.0 0.093
H -3.02672 5.99418 -0.09723 0.0 0.0 0.0 0.068
H -2.79804 4.27789 -0.46304 0.0 0.0 0.0 0.054
H 1.82715 4.61117 -2.63704 0.0 0.0 0.0 0.075
H 2.92107 5.98929 -2.72496 0.0 0.0 0.0 0.091
H 1.21241 6.21655 -3.06041 0.0 0.0 0.0 0.066
H 2.94267 4.24724 -0.39870 0.0 0.0 0.0 0.040
H 2.89654 5.46967 0.87198 0.0 0.0 -0.1 0.057
H 3.84118 5.75058 -0.58552 0.0 0.0 0.0 0.091
H 1.02123 8.04801 -1.21712 0.0 0.0 0.0 0.071
H 2.76919 7.85363 -1.18935 0.0 0.0 0.0 0.093
H 1.86225 7.78646 0.31413 0.0 0.0 0.0 0.068
H 1.62136 6.58408 2.07328 0.0 0.0 0.0 0.066
H 1.36737 4.85857 2.37819 0.0 0.0 0.0 0.076
H 0.60999 6.06769 3.41251 0.0 0.0 0.0 0.091
H -0.30344 8.02046 1.10094 0.0 0.0 0.0 0.073
H -1.11933 7.57169 2.59306 0.0 0.0 0.0 0.093
H -1.93267 7.34195 1.05304 0.0 0.0 0.0 0.066
H -0.98434 3.88976 2.24613 0.0 0.0 0.0 0.042
H -2.34335 4.87626 1.68521 0.0 0.0 0.0 0.061
H -1.55025 5.25353 3.20657 0.0 0.0 0.0 0.090
```
Forces are in eV/Å.



4.
Formula: C3H6OS2
Source: the Open Molecules 2025 dataset
Level of theory: wB97M-V/def2-TZVPD

The LUMO energy comes out at -0.0362 Ha. The calculation puts the energy relative to the best compared isomer or geometry (same formula, charge and spin) at 101.4 kcal/mol. Its HOMO energy is -9.6283 eV.

```
12
Properties=species:S:1:pos:R:3:forces:R:3:lowdin_charge:R:1
C 1.26455 0.11666 0.41255 -0.5 -1.3 0.5 -0.140
C 0.22034 1.14817 0.65951 0.8 3.5 -0.1 -0.210
C -0.21767 -0.23157 0.52350 -0.1 0.7 -2.5 -0.450
O -2.39735 -1.33724 -0.66416 1.1 0.6 -0.3 -0.501
S -1.13693 0.65872 -2.41369 0.6 -1.3 1.1 0.266
S -1.11272 -0.72087 -1.02517 1.0 -2.5 1.1 0.335
H 1.72685 0.04368 -0.56535 0.0 0.2 0.1 0.100
H 1.77330 -0.38518 1.23917 0.3 0.6 -0.3 0.107
H 0.11768 1.63197 1.63514 0.2 -0.4 -0.1 0.107
H 0.18755 1.98745 -0.13383 -0.5 -2.0 1.0 0.121
H -0.46681 -0.74866 1.41256 -0.8 -0.7 0.3 0.112
H 0.04120 -2.16313 -1.08024 -2.0 2.6 -0.6 0.154
```
Forces are in eV/Å.



5.
Formula: C4H8N2
Source: the Open Molecules 2025 dataset
Level of theory: wB97M-V/def2-TZVPD

The LUMO energy comes out at 0.0341 Ha. The calculation puts the energy relative to the best compared isomer or geometry (same formula, charge and spin) at 41.9 kcal/mol. As for the structure (SMILES): [H]/N=C\N1CCC1. Its HOMO energy is -8.5588 eV.

```
14
Properties=species:S:1:pos:R:3:forces:R:3:lowdin_charge:R:1
H 2.64373 -1.25488 0.16851 0.2 2.4 -0.2 0.064
N 2.82922 -0.17988 0.07987 -1.9 -2.1 -0.4 0.043
C 1.74011 0.49372 -0.11324 -0.4 -0.7 1.1 -0.284
N 0.37191 0.19264 -0.13026 2.1 0.3 -0.4 -0.143
C -0.76553 1.08488 0.03698 -0.2 1.1 0.1 -0.147
C -1.70560 -0.17181 0.04374 1.7 -0.7 0.1 -0.099
C -0.39558 -1.00968 -0.09482 0.0 -1.8 -1.2 -0.189
H 1.86502 1.56177 -0.14781 0.1 0.6 -0.2 0.102
H -0.87322 1.77780 -0.84664 -0.2 -0.6 0.9 0.121
H -0.75093 1.69735 0.98403 0.0 -0.6 -0.9 0.120
H -2.34484 -0.24728 -0.81121 -0.6 0.0 -0.2 0.089
H -2.12503 -0.54608 0.98107 -0.6 1.0 -0.2 0.103
H -0.22655 -1.60687 0.77241 0.2 -0.4 1.1 0.088
H -0.26273 -1.79168 -0.92262 -0.2 1.5 0.4 0.132
```
Forces are in eV/Å.



6.
Formula: CHNO3
Source: the Open Molecules 2025 dataset
Level of theory: wB97M-V/def2-TZVPD

The LUMO energy (spin up / spin down) comes out at -0.0197 / -0.0108 Ha. The calculation puts the energy relative to the best compared isomer or geometry (same formula, charge and spin) at 86.5 kcal/mol. Its HOMO energy (spin up / spin down) is -8.8305 / -9.2366 eV.

```
6
Properties=species:S:1:pos:R:3:forces:R:3:lowdin_charge:R:1
C -1.07557 0.23633 0.06465 2.7 2.7 -1.1 0.002
N 1.12908 -0.32933 -0.10598 -3.5 1.3 0.7 -0.285
O -1.18498 1.35702 -0.25369 -0.1 -0.8 0.2 0.092
O 1.82266 0.65919 0.08606 -0.3 -3.3 -0.7 0.066
O 1.14469 -1.53398 -0.22276 2.2 1.7 0.2 0.045
H -1.83588 -0.38924 0.43172 -1.1 -1.7 0.6 0.080
```
Forces are in eV/Å.



7.
Formula: C2H6BF4ORbS
Source: the Open Molecules 2025 dataset
Level of theory: wB97M-V/def2-TZVPD

The LUMO energy comes out at -0.0345 Ha. The calculation puts the energy relative to the best compared isomer or geometry (same formula, charge and spin) at 27.8 kcal/mol. Its HOMO energy is -10.1647 eV.

```
16
Properties=species:S:1:pos:R:3:forces:R:3:lowdin_charge:R:1
Rb 1.41531 -1.37685 -1.14437 -0.5 -0.6 0.5 1.021
B -0.08718 -4.12741 0.38293 -1.3 -1.2 1.4 -1.555
F -0.94184 -3.17405 0.84905 -1.3 1.7 0.1 0.139
F 1.16724 -3.66376 0.46829 3.9 2.0 -0.2 0.070
F -0.16147 -5.20480 1.21227 -0.3 -1.8 0.9 0.148
F -0.32401 -4.46471 -0.90388 -0.7 -0.3 -2.4 0.150
C -0.40159 2.19155 -1.48216 0.4 0.0 0.6 -0.237
S -0.93470 1.56382 0.23735 0.3 -1.3 -0.6 0.892
O -0.51359 0.09192 0.40414 0.0 2.3 -0.7 -0.669
C 0.23458 2.58759 1.20652 -0.1 0.6 0.1 -0.246
H 0.67771 2.08591 -1.59193 0.1 -0.1 0.2 0.038
H -0.63164 3.25241 -1.58099 -0.1 0.1 0.4 0.049
H -0.85995 1.72551 -2.35440 -0.4 -0.5 0.5 0.050
H -0.25125 3.19036 1.97382 -0.7 -0.3 -0.1 0.048
H 0.67050 3.34474 0.55476 0.5 -0.4 -0.1 0.042
H 0.94190 1.97779 1.76860 0.1 -0.2 -0.6 0.062
```
Forces are in eV/Å.



8.
Formula: C32H50I2N8O4PSeV
Source: the Open Molecules 2025 dataset
Level of theory: wB97M-V/def2-TZVPD

The multiplicity is 3. As for the expectation value of S²: 2.015. Its charge is +2. The LUMO energy (spin up / spin down) comes out at -0.2452 / -0.2308 Ha. The calculation puts the energy relative to the best compared isomer or geometry (same formula, charge and spin) at 29.7 kcal/mol. Its HOMO energy (spin up / spin down) is -11.9283 / -11.9299 eV.

```
99
Properties=species:S:1:pos:R:3:forces:R:3:lowdin_charge:R:1
V -0.01926 2.10499 -2.03447 -0.6 0.3 0.4 0.702
I 2.09256 4.93099 -0.81803 0.1 0.1 0.0 0.866
C 1.06287 3.92299 0.72152 0.0 0.0 -0.1 -1.041
I 1.16891 1.78574 0.40420 0.1 0.2 0.2 1.034
H 0.02397 4.22765 0.71520 0.0 0.0 0.0 -0.037
H 1.56634 4.11071 1.66260 0.0 0.0 0.0 -0.022
N -0.28882 -1.27448 -1.89752 -0.1 -0.2 0.0 0.219
C 0.81569 -0.86532 -2.52813 0.0 0.1 0.0 -0.458
N 1.73407 -1.74659 -2.87796 -0.1 0.1 0.0 0.190
C 2.83310 -1.24775 -3.44073 0.1 0.2 -0.1 -0.399
N 3.86619 -2.04222 -3.65480 0.0 -0.1 0.1 0.230
N 2.96709 0.04967 -3.88092 -0.1 -0.2 0.1 0.219
C 1.99009 0.82008 -3.53897 -0.3 0.2 -0.3 -0.268
N 0.92169 0.47162 -2.77556 0.5 -0.3 -0.3 0.019
C 1.89538 2.20965 -4.10273 -0.3 -0.3 0.0 -0.165
C 2.74532 2.70171 -5.06287 0.1 0.0 0.0 0.042
C 2.45511 3.94212 -5.62479 0.1 -0.1 0.0 0.016
C 1.33234 4.64056 -5.21323 -0.1 0.0 0.0 0.003
C 0.52953 4.09540 -4.22729 0.1 0.0 0.0 -0.084
N 0.80363 2.90025 -3.69629 0.4 0.1 -0.1 -0.020
H -0.41115 -2.26915 -1.79234 0.0 0.0 0.0 0.126
H -1.11016 -0.68949 -1.87719 0.0 0.1 0.0 0.090
H 3.84328 -2.99144 -3.32159 0.0 0.0 0.0 0.126
H 4.70040 -1.67588 -4.08087 0.0 0.0 0.0 0.131
H 3.60011 2.11490 -5.36640 0.0 0.0 0.0 0.132
H 3.10086 4.35276 -6.38914 0.0 0.0 0.0 0.133
H 1.07970 5.60098 -5.63802 0.0 0.0 0.0 0.129
H -0.33946 4.60485 -3.83174 0.0 0.0 0.0 0.115
C 3.74483 -5.13825 2.32469 0.0 0.0 0.0 -0.093
C 3.73944 -5.68989 0.89900 0.0 0.0 0.0 -0.231
C 3.41672 -4.66354 -0.18823 0.0 0.0 0.0 -0.202
C 1.94895 -4.27418 -0.30941 -0.1 0.0 0.1 -0.153
N 1.37086 -3.66939 0.89273 -0.1 -0.1 -0.1 -0.014
C 1.61649 -2.42087 1.34039 -0.1 0.0 0.0 -0.665
Se 2.70788 -1.18215 0.49884 0.0 0.1 0.0 0.579
N 0.91003 -2.24288 2.48114 0.0 0.0 0.0 -0.015
C 0.97960 -1.08388 3.36510 0.0 0.0 -0.1 -0.162
C 1.62444 -1.39987 4.70819 0.0 0.0 0.0 -0.182
C 2.99998 -2.04126 4.57629 0.0 0.0 0.0 -0.257
C 3.65170 -2.27973 5.93084 0.0 0.0 0.0 -0.095
C 0.17743 -3.39434 2.75460 -0.1 0.1 0.0 -0.150
C -0.72001 -3.69610 3.77057 0.0 0.0 0.0 0.005
C -1.29691 -4.95356 3.73979 0.0 0.0 0.0 -0.061
C -0.98898 -5.87514 2.73196 0.0 0.0 0.0 -0.061
C -0.10250 -5.56738 1.71450 0.0 0.0 0.1 0.003
C 0.46615 -4.30138 1.74400 0.1 0.0 -0.1 -0.163
H 4.31772 -5.78429 2.98892 0.0 0.0 0.0 0.081
H 2.74270 -5.06161 2.74781 0.0 0.0 0.0 0.056
H 4.20230 -4.14618 2.35843 0.0 0.0 0.0 0.074
H 3.04497 -6.53288 0.82329 0.0 0.0 0.0 0.109
H 4.72621 -6.10120 0.68004 0.0 0.0 0.0 0.110
H 3.68930 -5.08202 -1.16204 0.0 0.0 0.0 0.113
H 4.02308 -3.76595 -0.04856 0.0 0.0 0.0 0.074
H 1.35246 -5.16444 -0.51085 0.0 0.0 0.0 0.121
H 1.79196 -3.57270 -1.13102 0.1 0.0 0.0 0.076
H -0.03214 -0.68775 3.48366 0.0 0.0 0.0 0.124
H 1.58128 -0.34735 2.83347 0.0 0.0 0.0 0.043
H 0.97649 -2.03570 5.31589 0.0 0.0 0.0 0.106
H 1.70903 -0.45109 5.24622 0.0 0.0 0.0 0.125
H 3.63809 -1.40336 3.95671 0.0 0.0 0.0 0.112
H 2.90918 -2.99191 4.04310 0.0 0.0 0.0 0.086
H 3.79752 -1.34217 6.46919 0.0 0.0 0.0 0.077
H 4.62522 -2.75617 5.82597 0.0 0.0 0.0 0.075
H 3.03371 -2.92737 6.55499 0.0 0.0 0.0 0.079
H -0.95887 -2.99126 4.55402 0.0 0.0 0.0 0.113
H -1.99549 -5.23393 4.51548 0.0 0.0 0.0 0.113
H -1.45142 -6.85205 2.74858 0.0 0.0 0.0 0.113
H 0.13376 -6.28885 0.94568 0.0 0.0 0.0 0.114
C -4.08434 2.49123 2.07130 0.0 0.0 0.0 -0.007
C -3.59055 1.74439 0.85174 0.1 0.0 -0.1 -0.565
C -4.72431 1.36191 -0.07738 0.0 0.0 0.0 -0.014
C -2.73522 0.55084 1.22767 0.0 -0.1 0.0 -0.023
O -2.65780 2.71054 0.18021 -0.1 0.0 0.2 -0.143
P -2.34022 2.94263 -1.31022 0.3 -0.2 -0.3 0.299
O -1.81451 1.59749 -1.98699 0.0 0.1 0.3 -0.337
O -1.08794 3.81098 -1.42135 -0.1 -0.4 0.0 -0.377
O -3.57373 3.38810 -2.10254 -0.1 0.1 -0.2 -0.127
C -4.18645 4.76696 -2.22826 0.1 -0.2 0.0 -0.559
C -5.54863 4.49591 -2.82510 0.0 0.0 0.0 -0.008
C -4.27536 5.38602 -0.85009 0.0 0.1 0.0 -0.013
C -3.29765 5.55817 -3.16327 0.0 0.1 0.0 -0.022
H -4.71370 1.83420 2.67151 0.0 0.0 0.0 0.106
H -4.67457 3.36054 1.78551 0.0 0.0 0.0 0.087
H -3.24857 2.82245 2.68648 0.0 0.0 0.0 0.097
H -5.34102 0.62099 0.43194 0.0 0.0 0.0 0.109
H -4.36857 0.91396 -1.00645 0.0 0.0 0.0 0.092
H -5.35288 2.21701 -0.31964 0.0 0.0 0.0 0.084
H -3.34989 -0.19083 1.73813 0.0 0.0 0.0 0.105
H -1.92806 0.85081 1.89634 0.0 0.0 0.0 0.076
H -2.30033 0.08201 0.34323 0.0 0.0 0.0 0.073
H -6.10373 3.78260 -2.21751 0.0 0.0 0.0 0.090
H -5.46351 4.10263 -3.83683 0.0 0.0 0.0 0.099
H -6.11531 5.42612 -2.86152 0.0 0.0 0.0 0.107
H -4.94310 4.81866 -0.20263 0.0 0.0 0.0 0.086
H -4.67506 6.39537 -0.94948 0.0 0.0 0.0 0.109
H -3.29737 5.46536 -0.37158 0.0 0.0 0.0 0.091
H -3.17220 5.03029 -4.10879 0.0 0.0 0.0 0.097
H -2.32296 5.75570 -2.71625 0.0 0.0 0.0 0.077
H -3.77499 6.51569 -3.37405 0.0 0.0 0.0 0.107
```
Forces are in eV/Å.